The molecule C3H6N2O, computed with ωB97M-V/def2-TZVPD.

Geometry as XYZ:
```
12
Properties=species:S:1:pos:R:3:lowdin_charge:R:1
O -2.1752 0.3570 -0.0019 0.027
H 0.3995 -1.5450 -1.0345 0.064
C 0.0268 -0.0113 1.0938 -0.123
C -0.9015 -0.1683 -0.0553 -0.412
H -1.3525 -1.5116 -1.6205 0.065
H -0.3894 -0.1333 2.1052 0.117
H 1.3992 1.2084 -0.8954 0.096
N 1.8279 0.5505 -0.2421 -0.018
N 1.1790 0.5718 0.9499 -0.067
C -0.6003 -1.1365 -0.9357 0.063
H -2.2114 0.9757 0.7473 0.105
H 2.7979 0.8426 -0.1107 0.084
```

Properties
Molar mass, g/mol: 86.09
2S+1: 1
HOMO-LUMO gap, eV: 9.375
LUMO energy, eV: 0.74
SMILES: C=C(O)/C=N\N
Total charge: 0
Max |F|, eV Å⁻¹: 3.7